(1)
A single C23H29FN6O molecule. Source: the OMol25 dataset; level of theory: ωB97M-V/def2-TZVPD.

## Properties
* SMILES: CNc1ncc2cc(-c3cc(NC(=O)NCCC(C)(C)C)c(F)cc3C)c(C)nc2n1
* E: -1397.56879 hartree
* HOMO-LUMO gap: 8.29 eV
* HOMO level: -0.3046 hartree
* relative energy (zero: lowest compared OMol25 entry of this formula, charge and spin): 0.0 kcal per mole

CARTESIAN COORDINATES (ANGSTROEM)
C1 1.5276 1.6790 7.9672
N1 1.1250 0.4472 7.3458
C2 0.5975 0.3677 6.1160
N2 0.2622 -0.8940 5.7232
C3 -0.2627 -1.0228 4.5413
C4 -0.4866 0.0731 3.6825
C5 -1.0704 0.0156 2.4087
C6 -1.2311 1.1747 1.6920
C7 -1.8775 1.1669 0.3609
C8 -1.0863 1.1504 -0.7798
C9 -1.6507 1.1266 -2.0541
N3 -0.9302 1.1311 -3.2378
C10 0.3749 0.7600 -3.5246
O1 0.8912 1.1230 -4.5610
N4 0.9831 -0.0261 -2.6052
C11 2.3312 -0.5139 -2.7887
C12 2.4344 -2.0401 -2.8098
C13 2.0090 -2.7596 -4.1043
C14 2.2383 -4.2603 -3.8874
C15 2.8580 -2.2916 -5.2877
C16 0.5308 -2.5250 -4.4214
C17 -3.0469 1.1619 -2.1186
F1 -3.6329 1.1812 -3.3420
C18 -3.8445 1.1931 -0.9966
C19 -3.2708 1.1842 0.2672
C20 -4.1229 1.2067 1.4993
C21 -0.7797 2.3938 2.2725
C22 -0.9192 3.6740 1.5130
N5 -0.2407 2.4669 3.4589
C23 -0.0872 1.3473 4.1872
N6 0.4495 1.4694 5.4042
H1 2.5841 1.6436 8.2409
H2 0.9358 1.8708 8.8653
H3 1.3628 2.4761 7.2459
H4 1.2094 -0.4190 7.8535
H5 -0.5311 -2.0289 4.2366
H6 -1.3908 -0.9375 2.0070
H7 -0.0140 1.1914 -0.6676
H8 -1.4197 1.5015 -4.0425
H9 0.4270 -0.4666 -1.8908
H10 2.9467 -0.1370 -1.9614
H11 2.6998 -0.0759 -3.7165
H12 3.4790 -2.2941 -2.6156
H13 1.8454 -2.4366 -1.9770
H14 1.9564 -4.8204 -4.7758
H15 3.2859 -4.4631 -3.6754
H16 1.6431 -4.6248 -3.0525
H17 3.9184 -2.3781 -5.0603
H18 2.6452 -2.9019 -6.1623
H19 2.6376 -1.2583 -5.5414
H20 0.2236 -3.1639 -5.2466
H21 -0.0956 -2.7579 -3.5620
H22 0.3570 -1.4952 -4.7172
H23 -4.9160 1.2223 -1.1191
H24 -4.0601 0.2531 2.0234
H25 -5.1631 1.3909 1.2446
H26 -3.7859 1.9800 2.1882
H27 -1.9487 3.8170 1.1899
H28 -0.2936 3.6503 0.6221
H29 -0.6110 4.5012 2.1451

Atomic partial charges in e from the natural (NBO) method, atoms 1 to 8: -0.42 -0.57 0.56 -0.49 0.16 -0.23 -0.10 -0.13



(2)
A 8-piece molecular cluster, C100H60Cl2O14 overall. Source: the OMol25 dataset; level of theory: ωB97M-V/def2-TZVPD.

## Properties
* SMILES: O=C1c2ccccc2C(=O)c2ccccc21.O=C1c2ccccc2C(=O)c2ccccc21.O=C1c2ccccc2C(=O)c2ccccc21.O=C1c2ccccc2C(=O)c2ccccc21.O=C1c2ccccc2C(=O)c2ccccc21.O=C1c2ccccc2C(=O)c2ccccc21.O=C1c2ccccc2C(=O)c2ccccc21.ClCCCl
* E: -5820.67047 hartree
* HOMO-LUMO gap: 8.08 eV
* HOMO level: -0.3431 hartree

CARTESIAN COORDINATES (ANGSTROEM)
O1 3.3471 -1.0494 8.6716
C1 2.1610 -0.9752 8.8913
C2 1.6322 -0.6201 10.2449
C3 2.5127 -0.1297 11.1945
C4 2.0461 0.2617 12.4396
C5 0.7031 0.0930 12.7633
C6 -0.1719 -0.4055 11.8229
C7 0.2778 -0.7456 10.5588
C8 -0.6767 -1.2428 9.5327
O2 -1.7831 -1.6345 9.8409
C9 -0.2140 -1.2234 8.1210
C10 -1.1236 -1.3697 7.0837
C11 -0.7021 -1.5057 5.7718
C12 0.6666 -1.4497 5.4802
C13 1.5636 -1.1930 6.4937
C14 1.1445 -1.1514 7.8198
H1 3.5624 -0.0469 10.9483
H2 2.7583 0.6422 13.1603
H3 0.3490 0.3509 13.7533
H4 -1.2232 -0.5456 12.0437
H5 -2.1785 -1.3843 7.3336
H6 -1.4612 -1.6263 5.0111
H7 0.9156 -1.6349 4.4415
H8 2.6177 -1.1637 6.2463
O3 2.0084 1.6725 -7.2034
C15 1.2030 2.5753 -7.1916
C16 0.4274 2.9347 -8.4089
C17 0.5204 2.1144 -9.5213
C18 -0.2965 2.3322 -10.6136
C19 -1.2001 3.3937 -10.6047
C20 -1.2519 4.2473 -9.5099
C21 -0.4648 4.0115 -8.3925
C22 -0.6661 4.8738 -7.1908
O4 -1.4002 5.8342 -7.2078
C23 0.0574 4.4540 -5.9558
C24 -0.1834 5.1556 -4.7716
C25 0.2950 4.6721 -3.5732
C26 1.1568 3.5803 -3.5758
C27 1.4195 2.9002 -4.7467
C28 0.8815 3.3397 -5.9569
H9 1.1493 1.2328 -9.4977
H10 -0.2673 1.7188 -11.5051
H11 -1.7897 3.6282 -11.4815
H12 -1.9654 5.0612 -9.4898
H13 -0.7808 6.0511 -4.8876
H14 0.0335 5.1794 -2.6532
H15 1.6702 3.2095 -2.6967
H16 2.0078 1.9919 -4.7281
O5 2.4646 2.4785 8.9551
C29 1.6108 2.4363 8.0957
C30 0.1663 2.5275 8.4409
C31 -0.2116 2.5909 9.7754
C32 -1.5545 2.5496 10.1121
C33 -2.5208 2.4820 9.1136
C34 -2.1468 2.4917 7.7812
C35 -0.8037 2.5469 7.4370
C36 -0.4046 2.6663 6.0170
O6 -1.2059 2.9452 5.1506
C37 1.0079 2.3467 5.6648
C38 1.3203 1.9612 4.3725
C39 2.6183 1.6175 4.0740
C40 3.6018 1.4968 5.0523
C41 3.2465 1.7316 6.3663
C42 1.9657 2.1922 6.6714
H17 0.5926 2.7119 10.4919
H18 -1.8197 2.5004 11.1607
H19 -3.5576 2.5235 9.4222
H20 -2.8910 2.2751 7.0242
H21 0.6159 2.1574 3.5734
H22 2.9074 1.4120 3.0494
H23 4.6086 1.2298 4.7621
H24 3.9727 1.6788 7.1678
O7 0.9216 -1.1656 -8.6398
C43 1.0919 -1.1173 -7.4422
C44 0.0899 -0.4995 -6.5341
C45 -1.0912 0.0096 -7.0421
C46 -2.0148 0.6042 -6.2069
C47 -1.7959 0.6077 -4.8308
C48 -0.6499 0.0444 -4.3224
C49 0.3150 -0.5026 -5.1605
C50 1.5671 -1.0267 -4.5541
O8 1.8365 -0.8182 -3.3889
C51 2.4841 -1.7741 -5.4453
C52 3.4999 -2.5497 -4.8957
C53 4.3236 -3.2992 -5.7160
C54 4.1207 -3.3153 -7.0886
C55 3.0378 -2.6378 -7.6233
C56 2.2652 -1.8128 -6.8238
H25 -1.1982 0.1029 -8.1165
H26 -2.9596 0.9776 -6.5815
H27 -2.5353 0.9913 -4.1397
H28 -0.4660 0.0501 -3.2539
H29 3.6095 -2.5117 -3.8192
H30 5.1080 -3.8861 -5.2538
H31 4.8241 -3.8549 -7.7075
H32 2.9120 -2.6551 -8.6980
O9 3.5807 -3.5770 -1.3960
C57 3.9577 -3.1392 -0.3294
C58 4.2085 -4.0488 0.8339
C59 4.1143 -5.4211 0.6313
C60 4.3636 -6.2707 1.6948
C61 4.7303 -5.7489 2.9327
C62 4.8343 -4.3815 3.1268
C63 4.5396 -3.5157 2.0754
C64 4.5971 -2.0466 2.3024
O10 4.7011 -1.6000 3.4244
C65 4.5457 -1.1583 1.1171
C66 4.7843 0.2043 1.1949
C67 4.7159 1.0364 0.0935
C68 4.4527 0.4747 -1.1598
C69 4.2187 -0.8833 -1.2693
C70 4.2208 -1.6860 -0.1391
H33 3.9458 -5.8086 -0.3630
H34 4.2420 -7.3409 1.5804
H35 5.0297 -6.3818 3.7594
H36 5.2427 -3.9958 4.0506
H37 4.8574 0.7069 2.1533
H38 4.6879 2.1081 0.2405
H39 4.4748 1.0957 -2.0478
H40 3.9916 -1.2767 -2.2482
O11 -3.6826 -6.9393 -2.5835
C71 -3.1485 -5.8619 -2.4307
C72 -3.7293 -4.6116 -2.9885
C73 -4.8459 -4.6804 -3.7940
C74 -5.3639 -3.5207 -4.3670
C75 -4.7235 -2.3073 -4.1617
C76 -3.6523 -2.2316 -3.2944
C77 -3.1463 -3.3716 -2.7000
C78 -1.9689 -3.2612 -1.7888
O12 -1.5430 -2.1774 -1.4477
C79 -1.2634 -4.5150 -1.4532
C80 0.0071 -4.4462 -0.9018
C81 0.6736 -5.6042 -0.5358
C82 0.0265 -6.8293 -0.6422
C83 -1.2152 -6.8984 -1.2515
C84 -1.8395 -5.7566 -1.7258
H41 -5.3763 -5.6122 -3.9376
H42 -6.2222 -3.6043 -5.0201
H43 -5.1214 -1.4423 -4.6785
H44 -3.1312 -1.2949 -3.1601
H45 0.5081 -3.4938 -0.7811
H46 1.6904 -5.5427 -0.1727
H47 0.4880 -7.7516 -0.3150
H48 -1.6906 -7.8577 -1.4097
O13 -2.3763 2.9358 -2.6162
C85 -3.4981 3.1077 -2.1809
C86 -4.2913 4.3270 -2.4803
C87 -3.7186 5.3128 -3.2793
C88 -4.4300 6.4605 -3.5831
C89 -5.7061 6.6403 -3.0631
C90 -6.2709 5.6537 -2.2677
C91 -5.5859 4.4859 -1.9863
C92 -6.1960 3.4531 -1.1099
O14 -7.2583 3.6454 -0.5637
C93 -5.4622 2.1705 -0.9298
C94 -6.0582 1.0999 -0.2982
C95 -5.3302 -0.0461 0.0245
C96 -4.0014 -0.1368 -0.3636
C97 -3.3996 0.9394 -0.9880
C98 -4.1196 2.0744 -1.3129
H49 -2.7725 5.0769 -3.7516
H50 -3.9453 7.1674 -4.2454
H51 -6.2086 7.5875 -3.2078
H52 -7.2762 5.7961 -1.8925
H53 -7.0409 1.1823 0.1507
H54 -5.8417 -0.8007 0.6055
H55 -3.3887 -0.9863 -0.0844
H56 -2.3761 0.8870 -1.3453
Cl1 0.9309 -0.2872 1.8131
C99 0.4371 -0.1688 0.1242
C100 0.9313 1.1205 -0.5190
Cl2 0.2860 2.5931 0.2477
H57 -0.6402 -0.2575 0.0125
H58 0.9225 -0.9592 -0.4497
H59 0.7457 1.1479 -1.5888
H60 2.0063 1.1180 -0.3393

Atomic partial charges in e from the Mulliken method, atoms 1 to 8: -0.65 0.29 0.49 -0.65 -0.65 -0.58 -0.52 0.40



(3)
A 2-piece molecular cluster, C7H7Cl2F overall. Source: the OMol25 dataset; level of theory: ωB97M-V/def2-TZVPD.

## Properties
* SMILES: Fc1ccccc1.ClCCl
* E: -1291.17829 hartree
* HOMO-LUMO gap: 10.28 eV
* HOMO level: -0.3492 hartree
* relative energy (zero: lowest compared OMol25 entry of this formula, charge and spin): 0.0 kcal per mole

CARTESIAN COORDINATES (ANGSTROEM)
F1 9.8947 -4.6829 -11.5697
C1 9.2836 -5.4519 -12.4920
C2 8.9179 -4.8932 -13.6966
C3 8.2842 -5.7032 -14.6306
C4 8.0064 -7.0326 -14.3501
C5 8.3923 -7.5663 -13.1287
C6 9.0408 -6.7702 -12.1931
H1 9.1091 -3.8520 -13.9162
H2 8.0397 -5.2748 -15.5948
H3 7.4868 -7.6176 -15.0981
H4 8.2087 -8.6064 -12.8955
H5 9.3499 -7.1717 -11.2375
Cl1 4.9305 -3.5017 -16.8440
C7 4.7968 -5.0667 -16.0386
Cl2 4.1270 -4.9276 -14.4162
H6 4.1441 -5.6993 -16.6285
H7 5.7858 -5.5004 -15.9605

Atomic partial charges in e from the natural (NBO) method, atoms 1 to 8: -0.32 0.40 -0.28 -0.20 -0.24 -0.19 -0.28 0.23



(4)
A single C6H8N4 molecule. Source: the OMol25 dataset; level of theory: ωB97M-V/def2-TZVPD.

## Properties
* SMILES: NN(N)N1[C@]23C=C[C@]12C=C3
* E: -452.09958 hartree
* HOMO-LUMO gap: 8.55 eV
* HOMO level: -0.2881 hartree
* relative energy (zero: lowest compared OMol25 entry of this formula, charge and spin): 227.2 kcal per mole

CARTESIAN COORDINATES (ANGSTROEM)
N1 0.0024 0.4552 -2.0894
N2 -0.7948 -0.2538 -1.1702
N3 -2.2219 -0.1021 -1.5667
N4 -0.5211 -0.2825 0.1198
C1 0.6597 -0.9651 0.6966
C2 0.3106 -0.9469 2.1577
C3 -0.0421 0.3329 2.2064
C4 0.2187 0.7210 0.8162
C5 1.6972 0.9064 0.3398
C6 1.9345 -0.3706 0.1798
H1 -0.0977 -0.0448 -2.9131
H2 -0.3592 1.4687 -2.3404
H3 -2.7875 0.1711 -0.6975
H4 -2.4170 -1.0531 -1.8394
H5 0.2392 -1.7436 2.9091
H6 -0.6556 0.8067 2.9068
H7 2.0927 1.9648 0.1696
H8 2.7420 -1.0643 0.1149

Atomic partial charges in e from the natural (NBO) method, atoms 1 to 8: -0.66 0.00 -0.69 -0.23 0.05 -0.19 -0.20 0.05



Look up the E of the first one. -1397.56879 hartree



Look up the E of the fourth one. -452.09958 hartree